Molecular formula: C38H85BF4N4O
Method: DFT, the ωB97M-V functional and the def2-TZVPD basis

The energy above the lowest of the compared OMol25 structures with the same formula, charge and spin is 0.000 eV. The net charge is +2. For the HOMO energy, the calculation gives -7.7 eV. Its orbital gap is 3.4 eV.

Last columns: bonded neighbours and bond lengths (Å).
CARTESIAN COORDINATES (ANGSTROEM)
1 C -1.848 -1.208 3.777  C2 1.544, H4 1.101, H5 1.092, H6 1.090
2 C -2.473 -2.616 3.885  C1 1.544, O3 1.336, H7 1.104, H8 1.122
3 O -2.548 -3.202 5.083  C2 1.336
4 H -0.911 -1.162 4.353  C1 1.101
5 H -2.515 -0.519 4.298  C1 1.092
6 H -1.711 -0.898 2.741  C1 1.090
7 H -2.003 -3.269 3.129  C2 1.104
8 H -3.488 -2.404 3.455  C2 1.122
9 C 2.514 -2.105 -2.920  C10 1.528, H19 1.092, H20 1.088, H21 1.088
10 C 1.414 -1.740 -3.916  C9 1.528, C11 1.511, H22 1.091, H23 1.098
11 C 0.031 -1.901 -3.330  C10 1.511, N12 1.513, H24 1.093, H25 1.093
12 N -1.156 -1.627 -4.228  C11 1.513, C13 1.547, C17 1.518, C18 1.489
13 C -1.241 -0.111 -4.523  N12 1.547, C14 1.523, H26 1.093, H27 1.088
14 C -2.511 0.179 -5.313  C13 1.523, C15 1.553, H28 1.092, H29 1.088
15 C -3.782 -0.260 -4.536  C14 1.553, C16 1.514, H30 1.092, H31 1.088
16 C -3.668 -1.745 -4.267  C15 1.514, C17 1.540, H32 1.094, H33 1.088
17 C -2.397 -1.989 -3.432  N12 1.518, C16 1.540, H34 1.090, H35 1.089
18 C -1.024 -2.342 -5.527  N12 1.489, H36 1.090, H37 1.087, H38 1.080
19 H 2.329 -1.610 -1.965  C9 1.092
20 H 3.446 -1.734 -3.341  C9 1.088
21 H 2.540 -3.186 -2.795  C9 1.088
22 H 1.563 -2.241 -4.874  C10 1.091
23 H 1.549 -0.694 -4.225  C10 1.098
24 H -0.083 -1.233 -2.472  C11 1.093
25 H -0.110 -2.918 -2.956  C11 1.093
26 H -1.243 0.322 -3.520  C13 1.093
27 H -0.262 0.147 -4.922  C13 1.088
28 H -2.624 1.249 -5.499  C14 1.092
29 H -2.526 -0.268 -6.305  C14 1.088
30 H -3.781 0.304 -3.601  C15 1.092
31 H -4.660 0.039 -5.104  C15 1.088
32 H -4.502 -2.009 -3.610  C16 1.094
33 H -3.659 -2.471 -5.077  C16 1.088
34 H -2.419 -1.380 -2.528  C17 1.090
35 H -2.327 -3.035 -3.138  C17 1.089
36 H -0.881 -3.408 -5.350  C18 1.090
37 H -0.111 -1.997 -6.006  C18 1.087
38 H -1.860 -2.159 -6.186  C18 1.080
39 C -3.421 2.039 5.165  C40 1.527, H49 1.094, H50 1.089, H51 1.086
40 C -2.282 2.237 4.166  C39 1.527, C41 1.512, H52 1.093, H53 1.089
41 C -2.023 3.703 3.904  C40 1.512, N42 1.546, H54 1.086, H55 1.094
42 N -0.949 3.977 2.827  C41 1.546, C43 1.538, C47 1.531, C48 1.502
43 C -0.617 5.479 2.829  N42 1.538, C44 1.525, H56 1.090, H57 1.090
44 C -0.022 5.982 4.139  C43 1.525, C45 1.526, H58 1.089, H59 1.093
45 C 1.278 5.245 4.450  C44 1.526, C46 1.524, H60 1.089, H61 1.097
46 C 1.027 3.742 4.409  C45 1.524, C47 1.525, H62 1.093, H63 1.091
47 C 0.359 3.242 3.133  N42 1.531, C46 1.525, H64 1.087, H65 1.089
48 C -1.471 3.628 1.462  N42 1.502, H66 1.086, H67 1.094, H68 1.086
49 H -3.121 2.469 6.125  C39 1.094
50 H -3.491 0.979 5.401  C39 1.089
51 H -4.361 2.445 4.804  C39 1.086
52 H -2.622 1.787 3.230  C40 1.093
53 H -1.370 1.729 4.474  C40 1.089
54 H -1.824 4.309 4.783  C41 1.086
55 H -2.878 4.185 3.420  C41 1.094
56 H -1.571 5.931 2.556  C43 1.090
57 H 0.053 5.627 1.982  C43 1.090
58 H -0.685 5.959 5.003  C44 1.089
59 H 0.183 7.047 4.007  C44 1.093
60 H 1.739 5.619 5.364  C45 1.089
61 H 2.059 5.457 3.709  C45 1.097
62 H 0.400 3.449 5.255  C46 1.093
63 H 1.979 3.229 4.550  C46 1.091
64 H 0.071 2.199 3.234  C47 1.087
65 H 0.963 3.387 2.237  C47 1.089
66 H -1.698 2.569 1.398  C48 1.086
67 H -0.639 3.801 0.774  C48 1.094
68 H -2.233 4.336 1.148  C48 1.086
69 C 2.314 -1.342 2.765  C70 1.525, H79 1.093, H80 1.093, H81 1.089
70 C 1.392 -2.133 1.842  C69 1.525, C71 1.532, H82 1.093, H83 1.087
71 C 1.686 -3.636 1.845  C70 1.532, N72 1.500, H84 1.092, H85 1.096
72 N 0.770 -4.540 1.073  C71 1.500, C73 1.513, C77 1.529, C78 1.494
73 C 1.105 -6.006 1.237  N72 1.513, C74 1.531, H86 1.090, H87 1.093
74 C 0.129 -6.890 0.455  C73 1.531, C75 1.528, H88 1.090, H89 1.088
75 C -1.274 -6.776 1.052  C74 1.528, C76 1.526, H90 1.095, H91 1.092
76 C -1.709 -5.317 1.149  C75 1.526, C77 1.518, H92 1.088, H93 1.096
77 C -0.627 -4.389 1.673  N72 1.529, C76 1.518, H94 1.091, H95 1.086
78 C 0.761 -4.147 -0.369  N72 1.494, H96 1.087, H97 1.084, H98 1.093
79 H 1.906 -0.329 2.800  C69 1.093
80 H 3.320 -1.205 2.361  C69 1.093
81 H 2.359 -1.764 3.768  C69 1.089
82 H 1.556 -1.684 0.860  C70 1.093
83 H 0.346 -1.931 2.058  C70 1.087
84 H 1.716 -4.064 2.849  C71 1.092
85 H 2.679 -3.848 1.434  C71 1.096
86 H 1.101 -6.283 2.291  C73 1.090
87 H 2.149 -6.126 0.937  C73 1.093
88 H 0.450 -7.924 0.586  C74 1.090
89 H 0.030 -6.688 -0.609  C74 1.088
90 H -1.333 -7.234 2.046  C75 1.095
91 H -2.020 -7.378 0.530  C75 1.092
92 H -2.596 -5.244 1.774  C76 1.088
93 H -1.934 -4.938 0.145  C76 1.096
94 H -0.438 -4.485 2.743  C77 1.091
95 H -0.914 -3.361 1.472  C77 1.086
96 H -0.037 -4.674 -0.887  C78 1.087
97 H 1.757 -4.298 -0.769  C78 1.084
98 H 0.347 -3.138 -0.431  C78 1.093
99 C -0.949 3.365 -3.766  C100 1.535, H109 1.089, H110 1.091, H111 1.090
100 C 0.555 3.097 -3.620  C99 1.535, C101 1.530, H112 1.088, H113 1.093
101 C 0.812 2.907 -2.124  C100 1.530, N102 1.528, H114 1.091, H115 1.090
102 N 2.271 2.671 -1.738  C101 1.528, C103 1.527, C107 1.529, C108 1.517
103 C 2.803 1.375 -2.346  N102 1.527, C104 1.514, H116 1.092, H117 1.089
104 C 4.082 0.915 -1.680  C103 1.514, C105 1.528, H118 1.090, H119 1.092
105 C 3.822 0.692 -0.191  C104 1.528, C106 1.520, H120 1.092, H121 1.090
106 C 3.531 2.039 0.451  C105 1.520, C107 1.533, H122 1.093, H123 1.092
107 C 2.350 2.755 -0.213  N102 1.529, C106 1.533, H124 1.091, H125 1.092
108 C 3.159 3.772 -2.286  N102 1.517, H126 1.084, H127 1.085, H128 1.088
109 H -1.167 4.354 -3.365  C99 1.089
110 H -1.615 2.664 -3.260  C99 1.091
111 H -1.182 3.311 -4.829  C99 1.090
112 H 1.134 3.900 -4.071  C100 1.088
113 H 0.846 2.191 -4.157  C100 1.093
114 H 0.272 2.038 -1.744  C101 1.091
115 H 0.473 3.766 -1.544  C101 1.090
116 H 1.923 0.742 -2.213  C103 1.092
117 H 2.887 1.591 -3.410  C103 1.089
118 H 4.463 0.037 -2.202  C104 1.090
119 H 4.923 1.611 -1.726  C104 1.092
120 H 2.977 0.022 -0.020  C105 1.092
121 H 4.699 0.208 0.237  C105 1.090
122 H 3.237 1.943 1.499  C106 1.093
123 H 4.368 2.740 0.479  C106 1.092
124 H 1.371 2.432 0.145  C107 1.091
125 H 2.331 3.832 -0.032  C107 1.092
126 H 3.120 3.816 -3.368  C108 1.084
127 H 4.182 3.604 -1.966  C108 1.085
128 H 2.786 4.693 -1.843  C108 1.088
129 B -0.687 0.030 0.202  F130 1.393, F131 1.417, F132 1.408, F133 1.422
130 F -1.645 0.749 -0.510  B129 1.393
131 F -0.398 0.612 1.461  B129 1.417
132 F -1.167 -1.280 0.387  B129 1.408
133 F 0.544 -0.014 -0.510  B129 1.422